{"formula": "C72H47ClFNO13", "method": "ωB97M-V/def2-TZVPD", "elements": ["C", "C", "N", "C", "O", "C", "C", "Cl", "C", "O", "C", "O", "C", "C", "C", "O", "C", "C", "F", "C", "C", "C", "C", "O", "H", "H", "H", "H", "H", "H", "H", "H", "H", "H", "H", "H", "H", "H", "H", "C", "C", "C", "C", "C", "C", "C", "O", "C", "C", "C", "C", "C", "C", "C", "O", "H", "H", "H", "H", "H", "H", "H", "H", "C", "C", "C", "C", "C", "C", "C", "O", "C", "C", "C", "C", "C", "C", "C", "O", "H", "H", "H", "H", "H", "H", "H", "H", "C", "C", "C", "C", "C", "C", "C", "O", "C", "C", "C", "C", "C", "C", "C", "O", "H", "H", "H", "H", "H", "H", "H", "H", "C", "C", "C", "C", "C", "C", "C", "O", "C", "C", "C", "C", "C", "C", "C", "O", "H", "H", "H", "H", "H", "H", "H", "H"], "xyz": [[0.425980, 6.401579, 0.706440], [-0.739237, 6.625121, 0.158594], [-1.941127, 6.774060, -0.715527], [-1.520223, 7.818458, -1.683036], [-1.373432, 9.068188, -1.570835], [-1.220222, 6.967202, -3.010823], [-0.596023, 7.460293, -4.390300], [-0.119560, 9.188856, -4.705042], [-0.397432, 6.348128, -5.493572], [0.165943, 6.786532, -6.751773], [-0.787900, 4.810675, -5.256149], [-0.524557, 3.927281, -6.352410], [0.675086, 3.126980, -6.146901], [2.018955, 3.965357, -5.862927], [3.264363, 2.959193, -6.241498], [2.222889, 4.282041, -4.433964], [-1.450574, 4.360338, -3.873201], [-1.900319, 2.844069, -3.600645], [-1.777416, 2.412058, -2.226520], [-3.374347, 2.617455, -4.238874], [-3.833878, 1.064211, -4.261838], [-1.648159, 5.466750, -2.774698], [-2.267446, 5.418852, -1.297459], [-2.928175, 4.538579, -0.678105], [1.387930, 6.232543, 1.328402], [-0.550823, 6.844857, -7.444295], [0.853939, 2.553625, -7.146621], [0.591484, 2.319968, -5.333051], [2.141319, 4.920139, -6.488973], [2.889721, 1.883287, -5.984740], [4.101591, 3.175554, -5.472551], [3.597428, 3.056776, -7.335115], [2.323839, 5.272655, -4.368339], [-1.185899, 2.169161, -4.221207], [-3.358581, 2.987899, -5.333336], [-4.117018, 3.305015, -3.675979], [-4.091399, 0.693950, -3.206479], [-3.054760, 0.380182, -4.765032], [-4.798988, 1.030345, -4.915507], [-1.040491, -8.217930, -5.236754], [-2.395321, -8.087192, -4.938031], [-2.886981, -6.882686, -4.444001], [-2.021039, -5.807596, -4.235723], [-0.660648, -5.946450, -4.511796], [-0.173172, -7.150924, -5.024060], [0.275241, -4.830735, -4.248826], [1.465111, -4.948568, -4.492519], [-0.250651, -3.572941, -3.677019], [0.630206, -2.533582, -3.369759], [0.144166, -1.340884, -2.842560], [-1.222960, -1.177587, -2.629084], [-2.103781, -2.213645, -2.929436], [-1.616975, -3.417240, -3.445021], [-2.555850, -4.525181, -3.726817], [-3.753219, -4.386281, -3.536814], [-0.659056, -9.155143, -5.630819], [-3.069377, -8.924365, -5.092360], [-3.944969, -6.785636, -4.217972], [0.882613, -7.261135, -5.253813], [1.697247, -2.652114, -3.536031], [0.831917, -0.536233, -2.599167], [-1.602490, -0.243765, -2.224060], [-3.167924, -2.081571, -2.755827], [4.106124, -5.996695, -3.024605], [4.747567, -5.005006, -2.285105], [4.860481, -5.128552, -0.903732], [4.320412, -6.240675, -0.255433], [3.656860, -7.221619, -0.992901], [3.560521, -7.103368, -2.381485], [3.036964, -8.380391, -0.312227], [2.459535, -9.240652, -0.956586], [3.120461, -8.475265, 1.161985], [2.491064, -9.532374, 1.823233], [2.575575, -9.636775, 3.208813], [3.295869, -8.692240, 3.937405], [3.919552, -7.634638, 3.282750], [3.824477, -7.519234, 1.893925], [4.460956, -6.371695, 1.211215], [5.088496, -5.541013, 1.849248], [4.026328, -5.903554, -4.103224], [5.161890, -4.135372, -2.786366], [5.366299, -4.354291, -0.333837], [3.056810, -7.870040, -2.962951], [1.930434, -10.274239, 1.261692], [2.081065, -10.456610, 3.721267], [3.367574, -8.778057, 5.017557], [4.475403, -6.899038, 3.857008], [0.072374, 7.062470, 9.188357], [1.057132, 7.186805, 8.210235], [0.801069, 6.771660, 6.906946], [-0.438796, 6.218968, 6.580730], [-1.415782, 6.072052, 7.565318], [-1.162102, 6.505752, 8.868575], [-2.716221, 5.442320, 7.243491], [-3.572851, 5.316778, 8.103634], [-2.958346, 4.959976, 5.866064], [-4.157705, 4.312718, 5.561336], [-4.400237, 3.867388, 4.263760], [-3.449955, 4.075337, 3.265757], [-2.251225, 4.714757, 3.567398], [-1.999829, 5.149681, 4.871364], [-0.708391, 5.796715, 5.188748], [0.124443, 5.974012, 4.315355], [0.269552, 7.395020, 10.203124], [2.024683, 7.609712, 8.463390], [1.571048, 6.876028, 6.147972], [-1.923439, 6.406612, 9.636804], [-4.904787, 4.149827, 6.333170], [-5.331656, 3.359881, 4.030243], [-3.641776, 3.734914, 2.252386], [-1.512594, 4.869596, 2.785806], [-2.745958, 1.004512, 5.692021], [-1.711961, 1.169898, 6.611581], [-0.436240, 0.696239, 6.318400], [-0.194129, 0.043959, 5.107491], [-1.234943, -0.142796, 4.197931], [-2.509579, 0.349158, 4.487374], [-1.003514, -0.875881, 2.932961], [-1.912859, -1.036404, 2.135321], [0.344359, -1.418747, 2.654494], [0.563542, -2.162400, 1.492264], [1.831744, -2.666003, 1.215761], [2.886610, -2.421229, 2.093006], [2.670793, -1.685439, 3.254490], [1.396049, -1.191073, 3.541864], [1.169010, -0.440746, 4.796872], [2.091197, -0.229533, 5.568071], [-3.738722, 1.382109, 5.916947], [-1.899787, 1.670294, 7.557028], [0.366685, 0.832761, 7.037157], [-3.321072, 0.218670, 3.777286], [-0.253211, -2.354680, 0.802115], [1.998612, -3.248444, 0.314179], [3.877351, -2.808261, 1.873413], [3.496108, -1.502335, 3.936502]], "forces_ev_per_a": [[-5.53, 1.04, -2.24], [4.79, -1.35, 2.05], [2.92, 0.20, 2.14], [0.99, 2.01, -2.67], [-0.92, -5.97, 0.27], [0.28, -1.83, -2.17], [-1.22, -3.95, 0.96], [-0.73, -2.65, 0.47], [-1.17, 0.08, 1.84], [-1.87, -1.01, 1.69], [-0.41, 2.36, 2.23], [0.01, 1.03, 2.74], [1.82, -0.37, -0.68], [1.56, -0.88, -0.29], [-0.91, -0.12, 1.11], [-0.61, 1.31, -1.43], [0.91, 3.01, 0.18], [0.24, -0.22, -1.86], [-0.38, 1.09, -2.34], [0.16, -0.09, 0.40], [-0.62, 0.73, -0.28], [1.24, 1.56, -2.66], [-1.21, -2.15, 0.11], [3.28, 4.31, -2.92], [-2.43, 0.47, -1.40], [0.93, -0.26, 1.19], [-0.54, 1.18, 1.70], [-0.14, 1.36, -0.94], [-0.67, -1.44, 0.83], [0.83, 1.72, -0.75], [-1.26, -0.21, -1.61], [-0.49, -0.26, 1.73], [-0.28, -1.64, -0.04], [-1.10, 1.09, 1.26], [0.31, -0.46, 1.77], [1.10, -1.32, -0.81], [0.49, 0.48, -1.62], [-1.10, 1.15, 0.90], [1.67, -0.11, 1.26], [0.07, 0.21, 0.06], [0.03, 0.25, 0.07], [0.02, -0.25, -0.09], [0.03, -0.41, -0.12], [-0.12, -0.38, -0.12], [-0.12, -0.22, -0.03], [0.93, -0.13, -0.19], [-0.28, 0.02, 0.03], [0.02, 0.40, 0.18], [-0.01, 0.24, 0.10], [0.00, -0.21, -0.10], [-0.13, -0.18, -0.06], [0.15, 0.21, 0.07], [0.12, 0.42, 0.14], [-1.10, 0.10, 0.19], [0.43, -0.04, -0.08], [-0.03, 0.13, 0.06], [0.08, 0.12, 0.02], [0.20, 0.16, 0.00], [-0.15, 0.17, 0.10], [-0.20, -0.14, -0.05], [-0.08, -0.10, -0.01], [0.05, -0.10, -0.03], [0.15, -0.19, -0.07], [-0.02, -0.14, 0.11], [-0.04, -0.12, 0.22], [-0.01, 0.11, -0.25], [-0.01, 0.15, -0.35], [0.11, 0.26, -0.34], [0.09, 0.20, -0.12], [-0.50, -0.73, -0.58], [0.18, 0.27, 0.21], [-0.09, -0.15, 0.43], [-0.02, -0.08, 0.26], [0.05, 0.11, -0.24], [0.06, 0.13, -0.19], [-0.10, -0.16, 0.17], [-0.11, -0.26, 0.34], [0.54, 0.73, 0.53], [-0.23, -0.22, -0.19], [-0.05, 0.00, 0.17], [-0.04, -0.11, 0.07], [-0.08, -0.23, 0.05], [0.03, 0.05, 0.24], [0.15, 0.20, -0.06], [0.06, 0.10, -0.08], [0.00, 0.02, -0.14], [-0.07, -0.03, -0.25], [-0.16, -0.10, -0.14], [-0.14, -0.09, -0.19], [0.12, 0.11, 0.23], [0.21, 0.14, 0.36], [0.31, 0.18, 0.23], [0.21, 0.09, 0.11], [-0.75, -0.11, 0.69], [0.27, 0.02, -0.24], [-0.21, -0.21, -0.29], [-0.14, -0.11, -0.27], [0.18, 0.17, 0.23], [0.12, 0.06, 0.11], [-0.15, -0.14, -0.08], [-0.30, -0.22, -0.28], [0.68, 0.11, -0.80], [-0.17, -0.05, 0.26], [-0.04, -0.05, -0.13], [-0.12, -0.05, -0.05], [-0.25, -0.07, 0.01], [0.02, -0.07, -0.24], [0.22, 0.14, 0.00], [0.10, 0.07, 0.04], [0.06, 0.07, 0.10], [-0.03, 0.05, 0.21], [0.13, -0.14, -0.16], [0.18, -0.09, -0.15], [-0.22, 0.13, 0.11], [-0.33, 0.16, 0.22], [-0.21, 0.22, 0.29], [-0.10, 0.13, 0.22], [-0.78, -0.13, -0.68], [0.28, 0.05, 0.24], [0.32, -0.24, -0.22], [0.21, -0.12, -0.12], [-0.19, 0.15, 0.14], [-0.08, 0.12, 0.14], [0.07, -0.14, -0.20], [0.23, -0.22, -0.30], [0.82, 0.19, 0.70], [-0.31, -0.08, -0.26], [0.14, -0.05, -0.04], [0.03, -0.05, -0.11], [-0.02, -0.09, -0.24], [0.24, -0.07, 0.01], [0.02, 0.14, 0.20], [-0.03, 0.06, 0.09], [-0.11, 0.00, 0.06], [-0.25, 0.04, -0.01]], "smiles": "C#CN1C(=O)c2c(Cl)c(O)c(OC[C@H](C)O)c([C@@H](F)CC)c2C1=O.O=C1c2ccccc2C(=O)c2ccccc21.O=C1c2ccccc2C(=O)c2ccccc21.O=C1c2ccccc2C(=O)c2ccccc21.O=C1c2ccccc2C(=O)c2ccccc21", "homo_lumo_gap_ha": 0.293, "homo_energy_ev": -9.435, "lumo_energy_ev": -1.5}